# 1
Entry from OMol25: 2 unconnected molecules or ions with the total composition C5H11ClNO4P at a distorted geometry (ωB97M-V/def2-TZVPD).

The geometry in ORCA input format:
```
! wB97M-V def2-TZVPD RIJCOSX def2/J DEFGRID3
* xyz -2 1
Cl 3.272 0.081 0.051
C 1.809 -0.353 -0.911
C 0.879 0.831 -1.078
C -0.590 0.541 -0.729
C -1.103 -0.877 -1.077
C -0.020 -1.941 -0.965
N 1.144 -1.454 -0.190
H 2.173 -0.693 -1.877
H 1.213 1.607 -0.390
H 0.938 1.257 -2.082
H -0.703 0.681 0.332
H -1.252 1.261 -1.205
H -1.465 -0.844 -2.107
H -1.913 -1.138 -0.400
H 0.353 -2.268 -1.934
H -0.399 -2.816 -0.438
H 1.848 -2.202 -0.029
H 0.878 -1.081 0.740
O -0.864 2.710 4.054
P -1.414 1.890 2.867
O -0.318 0.874 2.377
O -1.783 2.817 1.678
O -2.680 1.117 3.314
*
```

Its frontier orbital gap is 1.889 eV. The value obtained for the max |F| is 1.082 eV/A. As for the HOMO energy: 2.139 eV.


# 2
Entry from OMol25: 2 unconnected molecules or ions with the total composition C5H11ClSi at a distorted geometry (ωB97M-V/def2-TZVPD).

The geometry in ORCA input format:
```
! wB97M-V def2-TZVPD RIJCOSX def2/J DEFGRID3
* xyz 0 1
C 0.420 -0.266 0.288
C 0.147 -0.623 1.530
C -0.023 0.951 -0.407
C 1.105 -1.232 -0.616
C 0.224 -1.728 2.519
Si 3.903 1.761 -0.532
Cl 4.674 -0.217 -0.504
H -0.802 0.630 -1.132
H 0.879 1.539 -0.807
H -0.571 1.774 0.163
H 0.396 -2.063 -0.843
H 1.914 -1.862 -0.257
H 1.201 -0.685 -1.608
H 0.391 -2.745 2.210
H 1.050 -1.584 3.167
H -0.744 -1.808 3.058
H 2.677 1.632 0.281
H 3.870 2.423 -1.950
*
```

Its frontier orbital gap (spin up / spin down) is 8.460 / 6.903 eV. The relative energy (zero: lowest compared OMol25 entry of this formula, charge and spin) comes out at 476.41 kJ/mol. The value obtained for the max |F| is 3.000 eV/A. As for the HOMO energy (spin up / spin down): -8.085 / -7.955 eV.


# 3
Entry from OMol25: a molecular structure, C5H11CuO4 at a distorted geometry (ωB97M-V/def2-TZVPD).

The geometry in ORCA input format:
```
! wB97M-V def2-TZVPD RIJCOSX def2/J DEFGRID3
* xyz 1 2
Cu -2.719 0.891 -0.680
C 1.472 1.384 -1.903
C 0.177 1.525 -2.755
O -0.959 1.963 -1.957
H 1.316 0.629 -1.133
H 1.736 2.261 -1.311
H 2.282 0.992 -2.519
H 0.004 0.519 -3.139
H 0.339 2.062 -3.689
C -1.436 -3.106 1.868
O -0.393 -2.182 1.974
C -0.489 -1.008 1.388
O -1.382 -0.511 0.741
O 0.821 -0.413 1.649
C 1.019 1.001 1.500
H -2.340 -2.659 1.456
H -1.667 -3.548 2.837
H -1.181 -3.924 1.194
H 0.230 1.636 1.096
H 1.912 1.117 0.885
H 1.258 1.374 2.496
*
```

Its frontier orbital gap (spin up / spin down) is 8.809 / 7.818 eV. The relative energy (zero: lowest compared OMol25 entry of this formula, charge and spin) comes out at 129.10 kJ/mol. The value obtained for the max |F| is 4.444 eV/A. As for the HOMO energy (spin up / spin down): -14.290 / -14.285 eV.


# 4
Entry from OMol25: C5H11F2N in the gas phase at a distorted geometry (ωB97M-V/def2-TZVPD).

The geometry in ORCA input format:
```
! wB97M-V def2-TZVPD RIJCOSX def2/J DEFGRID3
* xyz 0 1
C -0.786 1.501 -0.063
C -0.417 -0.043 -0.251
C -1.303 -0.974 0.737
N -1.148 -0.523 -1.556
C 1.121 -0.264 -0.255
C 1.952 0.193 0.869
F 1.404 -1.612 -0.450
F 1.660 0.493 -1.306
H 0.000 1.787 0.766
H -1.980 1.600 0.405
H -0.622 2.173 -0.952
H -1.010 -2.032 0.601
H -1.123 -0.938 1.830
H -2.427 -0.903 0.532
H -1.078 -1.560 -1.634
H -0.298 -0.010 -2.281
H 1.857 1.287 0.700
H 2.846 -0.038 0.493
H 1.352 -0.136 1.814
*
```

Its frontier orbital gap is 10.865 eV. The relative energy (zero: lowest compared OMol25 entry of this formula, charge and spin) comes out at 289.88 kJ/mol. The value obtained for the max |F| is 6.563 eV/A. As for the HOMO energy: -10.022 eV.


# 5
Entry from OMol25: 2 unconnected molecules or ions with the total composition C5H11FN at a distorted geometry (ωB97M-V/def2-TZVPD).

The geometry in ORCA input format:
```
! wB97M-V def2-TZVPD RIJCOSX def2/J DEFGRID3
* xyz 1 1
C -0.666 1.487 0.652
C -0.907 0.212 1.467
C 0.294 1.060 -0.458
C -0.453 -0.945 0.562
C 0.899 -1.205 -1.502
N 0.164 -0.425 -0.586
F -1.254 -0.104 -1.857
H -1.528 1.999 0.062
H -0.399 2.224 1.416
H -0.328 0.357 2.464
H -2.084 0.074 1.694
H 0.210 1.632 -1.368
H 1.295 1.217 -0.229
H 0.222 -1.653 0.924
H -1.292 -1.719 0.109
H 0.857 -2.151 -1.108
H 0.386 -1.163 -2.471
H 1.955 -0.780 -1.666
*
```

Its frontier orbital gap (spin up / spin down) is 8.101 / 8.103 eV. The relative energy (zero: lowest compared OMol25 entry of this formula, charge and spin) comes out at 540.51 kJ/mol. The value obtained for the max |F| is 6.201 eV/A. As for the HOMO energy (spin up / spin down): -15.840 / -15.840 eV.


# 6
Entry from OMol25: a gas-phase ion, C5H11FN (charge +1) at a distorted geometry (ωB97M-V/def2-TZVPD).

The geometry in ORCA input format:
```
! wB97M-V def2-TZVPD RIJCOSX def2/J DEFGRID3
* xyz 1 1
C -1.666 -0.855 0.573
N -0.852 0.107 -0.157
F -1.711 0.936 -0.821
C 0.075 -0.583 -1.121
C 1.423 0.054 -0.855
C 1.372 0.464 0.689
C 0.011 0.963 0.759
H -2.596 -0.370 1.064
H -1.980 -1.659 -0.029
H -1.088 -1.372 1.492
H -0.347 -0.260 -2.114
H 0.142 -1.681 -1.096
H 1.792 1.000 -1.423
H 2.250 -0.526 -1.075
H 1.622 -0.380 1.312
H 2.114 1.280 0.795
H -0.515 0.904 1.713
H -0.048 1.977 0.295
*
```

Its frontier orbital gap is 13.327 eV. The relative energy (zero: lowest compared OMol25 entry of this formula, charge and spin) comes out at 321.72 kJ/mol. The value obtained for the max |F| is 4.603 eV/A. As for the HOMO energy: -16.238 eV.


# 7
Entry from OMol25: a gas-phase ion, C5H11FN3 (charge +1) at a distorted geometry (ωB97M-V/def2-TZVPD).

The geometry in ORCA input format:
```
! wB97M-V def2-TZVPD RIJCOSX def2/J DEFGRID3
* xyz 1 1
N 1.416 1.463 1.984
C 0.365 0.858 1.490
N -0.388 1.438 0.465
C -0.764 0.220 -0.333
C 0.391 -0.171 -1.249
C -0.089 -0.997 -2.426
F 0.999 -1.310 -3.214
C -1.011 -0.826 0.763
N -0.073 -0.355 1.819
H 2.035 1.027 2.650
H 1.608 2.409 1.693
H -1.236 1.849 0.855
H -1.658 0.448 -0.911
H 1.133 -0.758 -0.699
H 0.874 0.730 -1.624
H -0.805 -0.442 -3.035
H -0.555 -1.935 -2.114
H -2.027 -0.796 1.154
H -0.778 -1.848 0.472
H 0.565 -1.005 2.261
*
```

Its frontier orbital gap is 11.508 eV. The relative energy (zero: lowest compared OMol25 entry of this formula, charge and spin) comes out at 0.00 kJ/mol. The value obtained for the max |F| is 1.132 eV/A. As for the HOMO energy: -15.034 eV.


# 8
Entry from OMol25: a gas-phase ion, C5H11FN3S (charge +1) at a distorted geometry (ωB97M-V/def2-TZVPD).

The geometry in ORCA input format:
```
! wB97M-V def2-TZVPD RIJCOSX def2/J DEFGRID3
* xyz 1 1
F -1.654 1.366 1.292
C -2.373 1.421 0.127
C -2.487 -0.075 -0.437
N -1.249 -0.608 -0.876
C -0.273 -1.029 -0.126
N 0.906 -1.310 -0.549
C 1.972 -1.485 0.487
C 2.515 -0.152 1.081
N 2.467 1.007 0.521
S 1.616 1.694 -0.851
H -3.379 1.740 0.210
H -1.916 2.232 -0.414
H -2.883 -0.622 0.516
H -3.098 -0.098 -1.237
H -1.034 -0.062 -1.680
H -0.584 -1.256 0.889
H 1.347 -1.063 -1.485
H 2.861 -2.086 0.051
H 1.686 -2.147 1.196
H 3.262 -0.258 1.892
H 2.299 2.790 -0.605
*
```

Its frontier orbital gap is 9.342 eV. The relative energy (zero: lowest compared OMol25 entry of this formula, charge and spin) comes out at 0.00 kJ/mol. The value obtained for the max |F| is 6.013 eV/A. As for the HOMO energy: -12.908 eV.


# 9
Entry from OMol25: 2 unconnected molecules or ions with the total composition C5H11FO2S at a distorted geometry (ωB97M-V/def2-TZVPD).

The geometry in ORCA input format:
```
! wB97M-V def2-TZVPD RIJCOSX def2/J DEFGRID3
* xyz 0 1
C -0.460 -1.935 0.400
C 1.348 -0.507 1.259
C -1.058 0.224 1.242
C 1.581 1.339 -1.790
C -0.094 -0.784 0.941
O -0.555 1.032 -3.363
O 0.814 -0.941 -2.653
F 1.172 2.405 -0.981
S -0.067 0.431 -2.148
H -1.507 -2.171 0.150
H 0.299 -1.515 -3.303
H 0.222 -2.615 0.096
H 1.476 0.455 0.826
H 2.051 -1.370 0.882
H 1.375 -0.665 2.426
H -1.045 0.210 2.328
H -0.807 1.231 0.984
H -2.153 0.110 0.887
H 2.159 1.858 -2.622
H 2.104 0.661 -1.244
*
```

Its frontier orbital gap is 9.627 eV. The relative energy (zero: lowest compared OMol25 entry of this formula, charge and spin) comes out at 131.44 kJ/mol. The value obtained for the max |F| is 3.825 eV/A. As for the HOMO energy: -9.184 eV.


# 10
Entry from OMol25: 2 unconnected molecules or ions with the total composition C5H11FO3Si at a distorted geometry (ωB97M-V/def2-TZVPD).

The geometry in ORCA input format:
```
! wB97M-V def2-TZVPD RIJCOSX def2/J DEFGRID3
* xyz 0 1
C 1.730 -3.337 1.008
C 1.026 -2.288 1.443
C -3.159 0.891 0.376
C 1.635 1.769 1.260
C 0.116 0.223 -2.875
O -1.801 1.323 0.483
O 0.961 1.405 0.068
O -0.763 0.578 -1.843
F 0.591 -2.395 2.747
Si -0.482 0.748 -0.261
H 2.227 -3.485 0.071
H 1.895 -4.153 1.628
H -3.265 0.130 1.007
H -3.248 0.618 -0.721
H -3.716 1.860 0.721
H 1.030 2.547 1.765
H 2.556 2.053 0.963
H 1.430 1.002 1.909
H -0.369 -0.070 -3.813
H 0.895 -0.406 -2.668
H 0.708 0.988 -3.267
*
```

Its frontier orbital gap (spin up / spin down) is 8.925 / 5.922 eV. The value obtained for the max |F| is 5.937 eV/A. As for the HOMO energy (spin up / spin down): -9.137 / -6.878 eV.


# 11
Entry from OMol25: 2 unconnected molecules or ions with the total composition C5H11IN at a distorted geometry (ωB97M-V/def2-TZVPD).

The geometry in ORCA input format:
```
! wB97M-V def2-TZVPD RIJCOSX def2/J DEFGRID3
* xyz 1 1
C 0.332 -0.098 0.647
C 1.883 1.734 0.146
C -0.797 -2.249 0.220
C 0.397 1.317 0.469
C -2.082 -0.198 -1.047
N -0.594 -0.818 0.157
I -3.718 0.450 0.021
H 1.306 -0.468 1.076
H 1.893 2.685 -0.277
H 2.420 1.083 -0.474
H 2.418 1.886 1.099
H 0.193 -2.760 0.292
H -1.418 -2.667 -0.633
H -1.409 -2.339 1.144
H -0.147 1.637 -0.432
H 0.020 1.938 1.229
H -1.553 0.562 -1.612
H -1.945 -1.299 -1.402
*
```

Its frontier orbital gap is 9.582 eV. The relative energy (zero: lowest compared OMol25 entry of this formula, charge and spin) comes out at 267.19 kJ/mol. The value obtained for the max |F| is 3.983 eV/A. As for the HOMO energy: -14.104 eV.


# 12
Entry from OMol25: a gas-phase ion, C5H11IN (charge +1) at a distorted geometry (ωB97M-V/def2-TZVPD).

The geometry in ORCA input format:
```
! wB97M-V def2-TZVPD RIJCOSX def2/J DEFGRID3
* xyz 1 1
C 0.110 -0.712 2.977
C 0.028 0.105 1.651
C -0.379 -0.408 0.532
I -0.779 -2.430 0.236
C -0.347 0.633 -1.057
C 1.011 1.266 -1.379
N -0.732 -0.474 -2.105
H -0.095 -1.764 2.679
H 1.113 -0.466 3.344
H -0.643 -0.438 3.668
H 0.165 1.227 1.743
H -1.222 1.303 -1.121
H 1.076 1.660 -2.434
H 1.800 0.630 -1.060
H 1.118 2.043 -0.620
H -0.870 0.004 -3.050
H -1.532 -1.130 -1.707
H 0.179 -1.050 -2.297
*
```

Its frontier orbital gap is 9.782 eV. The relative energy (zero: lowest compared OMol25 entry of this formula, charge and spin) comes out at 208.02 kJ/mol. The value obtained for the max |F| is 4.843 eV/A. As for the HOMO energy: -13.135 eV.


| no. | energy (Eh) |
| --- | --- |
| 1 | -1354.25309 |
| 2 | -946.63069 |
| 3 | -2138.16084 |
| 4 | -451.50256 |
| 5 | -351.28991 |
| 6 | -351.37325 |
| 7 | -461.02535 |
| 8 | -859.10873 |
| 9 | -845.52663 |
| 10 | -812.04903 |
| 11 | -549.20070 |
| 12 | -549.22323 |